{
  "formula": "C19H58N2O19",
  "method": "ωB97M-V/def2-TZVPD",
  "smiles": "NC(N)=O.OCCO.OCCO.OCCO.OCCO.OCCO.OCCO.OCCO.OCCO.OCCO",
  "gap_ev": 9.8,
  "spin_multiplicity": 1,
  "lumo_ha": 0.005,
  "e_homo_ev": -9.64,
  "relative_energy_kj_mol": 430.7,
  "elements": ["N", "C", "N", "O", "H", "H", "H", "H", "O", "C", "C", "O", "H", "H", "H", "H", "H", "H", "O", "C", "C", "O", "H", "H", "H", "H", "H", "H", "O", "C", "C", "O", "H", "H", "H", "H", "H", "H", "O", "C", "C", "O", "H", "H", "H", "H", "H", "H", "O", "C", "C", "O", "H", "H", "H", "H", "H", "H", "O", "C", "C", "O", "H", "H", "H", "H", "H", "H", "O", "C", "C", "O", "H", "H", "H", "H", "H", "H", "O", "C", "C", "O", "H", "H", "H", "H", "H", "H", "O", "C", "C", "O", "H", "H", "H", "H", "H", "H"],
  "xyz": [[2.7248, 3.6865, 2.5766], [2.4578, 2.5370, 3.1466], [1.4422, 1.8962, 2.6764], [3.0714, 2.0318, 4.0880], [2.5316, 3.7387, 1.5867], [3.5378, 4.1547, 2.9505], [1.1920, 0.9775, 3.0132], [0.9065, 2.3570, 1.9548], [-2.2791, 5.2102, 3.0545], [-1.7817, 5.5483, 1.8120], [-0.5148, 4.8076, 1.2540], [-0.8413, 3.4127, 0.9457], [-2.7454, 4.3848, 2.9034], [-2.6435, 5.5501, 1.1447], [-1.4731, 6.5917, 1.8766], [0.3905, 4.9299, 1.8487], [-0.2147, 5.1898, 0.2783], [-0.3616, 3.0362, 0.2043], [-5.8050, 0.5224, 4.0263], [-5.3318, 1.7551, 3.4432], [-4.0414, 1.4573, 2.6788], [-3.4368, 2.6294, 2.2346], [-5.1893, 0.0904, 4.6229], [-6.0883, 2.0875, 2.7323], [-5.2070, 2.4971, 4.2319], [-4.3613, 0.9226, 1.7844], [-3.4699, 0.7881, 3.3220], [-2.5512, 2.4122, 1.9342], [2.7865, 0.9793, -2.5680], [3.6590, 0.0372, -3.2811], [2.9187, -0.3174, -4.5510], [1.9348, -1.2240, -4.2838], [1.9220, 0.7856, -2.1982], [4.7081, 0.3007, -3.4152], [3.7010, -0.8402, -2.6358], [3.7509, -0.7052, -5.1385], [2.4649, 0.5051, -5.1039], [2.4540, -2.0314, -4.2952], [-2.1102, -3.7779, 3.6428], [-0.9918, -4.4375, 3.0956], [0.0472, -4.8161, 4.0622], [0.8836, -3.6391, 4.4640], [-1.7854, -2.8894, 3.8064], [-1.3667, -5.3568, 2.6457], [-0.4749, -3.9340, 2.2787], [0.7834, -5.5284, 3.6895], [-0.4201, -5.3866, 4.8649], [1.3153, -3.7987, 5.3064], [-2.7623, -1.2430, -3.7994], [-1.4388, -0.8835, -4.1779], [-1.1126, -0.8084, -5.6890], [-2.2746, -0.5103, -6.4710], [-3.2937, -1.0581, -4.5772], [-1.2087, 0.1242, -3.8319], [-0.7644, -1.4994, -3.5830], [-0.6991, -1.8113, -5.7949], [-0.2880, -0.1396, -5.9359], [-2.2348, -1.0533, -7.2616], [0.9140, 4.3604, -3.1601], [0.0208, 3.3873, -2.5565], [-1.4188, 3.8425, -2.8173], [-1.6026, 3.7236, -4.2441], [1.1946, 4.9980, -2.4996], [0.1181, 2.4301, -3.0689], [-0.0026, 3.2108, -1.4812], [-1.6191, 4.8494, -2.4511], [-2.1661, 3.1483, -2.4330], [-0.7527, 3.7416, -4.6901], [5.3800, -3.2234, 2.7982], [4.3413, -2.4008, 3.1531], [4.4959, -0.9237, 2.5985], [4.4501, -0.9788, 1.1775], [5.5336, -3.7863, 3.5605], [3.3738, -2.6776, 2.7343], [4.1901, -2.4139, 4.2325], [5.3697, -0.4812, 3.0768], [3.6330, -0.3635, 2.9588], [4.7759, -0.0963, 0.9862], [-1.2505, -5.3997, -2.9644], [-1.4167, -5.2730, -1.5092], [-1.6313, -3.7152, -1.2578], [-2.9388, -3.3549, -1.6442], [-2.0964, -5.2713, -3.3998], [-2.2477, -5.8741, -1.1401], [-0.5229, -5.5770, -0.9643], [-0.7960, -3.1984, -1.7303], [-1.5303, -3.4677, -0.2011], [-2.8172, -2.4566, -1.9602], [-0.2504, 0.7774, -0.0171], [0.2970, -0.4178, -0.6721], [1.4702, -0.9224, 0.1830], [0.8051, -1.4210, 1.3984], [-0.8243, 0.4505, 0.6796], [-0.4822, -1.1768, -0.7409], [0.4446, -0.2538, -1.7395], [2.1247, -0.1860, 0.6493], [1.9801, -1.8071, -0.1983], [1.4337, -2.0475, 1.7647]],
  "forces_ev_per_a": [[1.0, 2.9, -1.2], [1.6, -2.6, 3.4], [-3.3, -1.3, -2.4], [0.9, 0.7, 0.4], [0.3, 0.4, 0.2], [-0.1, 0.0, -0.4], [0.1, 0.3, -0.1], [-0.5, -0.6, 0.1], [0.5, -0.6, 0.8], [1.0, 0.9, -1.0], [-1.1, -0.8, -1.1], [-0.2, 0.3, 1.4], [-0.4, -0.5, 0.4], [0.4, -0.3, -0.8], [0.1, 0.2, 0.0], [-0.3, -0.4, 0.7], [-0.4, 0.8, -0.1], [0.1, 0.1, 0.0], [-0.7, 0.4, -0.7], [0.3, -1.0, 0.5], [-1.7, -0.5, -0.2], [0.7, 0.7, 0.5], [0.4, 0.4, 0.0], [-0.1, 0.0, 0.3], [0.2, 0.2, -0.1], [0.1, -0.6, 0.1], [0.7, 0.2, -0.1], [0.3, 0.3, -0.4], [2.3, 1.8, 0.0], [-3.2, 0.1, 1.3], [2.5, 1.3, -0.3], [-0.9, -1.7, -0.1], [0.4, -1.3, -0.4], [-0.4, 1.2, 0.1], [0.1, -0.5, -0.2], [-0.3, -0.5, -1.0], [0.4, 0.4, 0.4], [-0.8, -0.7, 0.3], [0.6, 0.4, -0.2], [0.0, -0.7, -1.1], [2.1, 0.0, 1.5], [-1.5, -0.8, -0.5], [-0.3, 0.3, 0.3], [-0.1, -0.2, 0.1], [-0.4, 0.7, -0.2], [-0.2, -0.1, -0.8], [0.0, 0.7, 0.7], [-0.1, -0.2, 0.1], [0.6, -0.1, -0.6], [0.2, 2.0, 0.7], [0.0, -1.7, 0.6], [0.5, -0.3, 0.6], [-0.5, 0.1, -0.2], [-0.4, 0.4, 0.5], [0.2, -0.4, -0.6], [-0.3, -0.3, -1.3], [-0.2, 0.3, 0.4], [-0.1, 0.0, 0.0], [-0.3, -1.2, 0.8], [-1.6, 0.9, -0.1], [0.5, -1.0, -1.9], [-0.7, 0.4, 0.2], [-0.1, 0.0, 0.1], [0.4, 0.1, 0.0], [1.3, 0.2, 0.1], [0.1, 0.2, -0.1], [0.2, 0.0, 0.6], [0.1, 0.3, 0.1], [0.9, -0.8, -0.2], [-1.4, 2.7, -0.4], [-0.7, -2.2, 1.7], [0.8, 0.5, 0.6], [0.3, -0.2, -0.2], [-0.2, -0.7, -0.2], [0.0, 0.5, 0.1], [0.4, 0.2, -0.7], [-0.1, 0.1, 0.2], [0.0, 0.1, -0.9], [0.6, -0.6, 1.4], [-0.4, 2.4, -1.2], [0.1, -2.4, 1.3], [0.7, 0.3, -0.5], [-0.2, 0.1, 0.3], [-0.2, 0.2, -0.1], [0.2, -0.2, -0.6], [-0.3, 0.1, -0.7], [0.2, -0.3, 0.5], [-0.8, 0.3, -0.5], [0.4, -0.7, -1.1], [-0.1, 0.5, 0.9], [-1.4, -0.7, 1.3], [-0.2, -0.1, -0.3], [0.0, 0.0, 0.2], [0.0, -0.2, 0.6], [0.6, 0.6, 0.1], [0.3, 0.4, -1.3], [0.3, 0.5, -0.7], [-0.1, -0.1, 0.4]],
  "mulliken_charge": [-0.363, 0.618, -0.065, -0.721, 0.196, 0.242, 0.030, 0.077, -0.532, -0.719, -0.104, 0.162, 0.396, 0.296, 0.406, 0.270, 0.227, -0.396, -0.539, -0.470, -0.295, -0.506, 0.292, 0.275, 0.301, 0.270, 0.324, 0.172, -0.478, -0.261, -0.570, -0.337, 0.101, 0.378, 0.224, 0.379, 0.212, 0.268, -0.523, 0.065, -0.467, -0.460, 0.318, 0.357, -0.158, 0.328, 0.343, 0.244, -0.527, 0.611, -0.508, -0.543, 0.322, -0.215, -0.074, 0.376, 0.238, 0.312, -0.584, 1.354, -0.154, -0.591, 0.356, 0.325, -1.218, 0.305, 0.241, 0.326, -0.522, -0.380, -0.159, -0.521, 0.353, -0.022, 0.388, 0.412, 0.128, 0.300, -0.559, -0.578, 0.198, -0.570, 0.320, 0.311, 0.318, -0.003, 0.241, 0.324, -0.292, -0.308, 0.046, -0.369, 0.204, 0.215, -0.401, 0.154, 0.607, 0.002]
}